# 1
ORCA calculation (ωB97M-V/def2-TZVPD) on 12 unconnected molecules or ions with the total composition C24H72O16.

ORCA input file:
```
! wB97M-V def2-TZVPD RIJCOSX def2/J DEFGRID3
* xyz 0 1
C 1.120 4.473 -0.504
C 0.868 5.032 -1.887
O 0.078 6.236 -1.731
H 1.747 3.570 -0.526
H 0.182 4.146 -0.039
H 1.649 5.259 0.057
H 0.383 4.276 -2.489
H 1.793 5.348 -2.331
H -0.813 5.945 -1.552
C -5.310 1.476 0.826
C -6.528 1.584 1.702
O -6.614 0.506 2.596
H -5.345 2.158 -0.028
H -5.350 0.484 0.349
H -4.405 1.532 1.456
H -7.387 1.597 1.007
H -6.516 2.527 2.263
H -7.395 0.643 3.146
C -3.480 -0.646 3.231
C -2.757 -1.763 3.973
O -1.691 -1.337 4.816
H -3.938 0.083 3.893
H -4.204 -1.096 2.558
H -2.733 -0.130 2.628
H -2.284 -2.437 3.252
H -3.476 -2.406 4.499
H -2.084 -1.138 5.685
C -4.226 -3.726 -1.329
C -4.097 -3.519 0.194
O -2.691 -3.550 0.496
H -3.803 -2.923 -1.943
H -5.288 -3.776 -1.486
H -3.715 -4.632 -1.642
H -4.671 -4.257 0.787
H -4.518 -2.549 0.432
H -2.487 -4.391 0.925
C 0.767 3.910 2.986
C -0.698 3.932 2.789
O -1.152 2.790 2.188
H 1.094 4.878 3.343
H 1.193 3.754 1.990
H 1.111 3.169 3.697
H -0.963 4.802 2.190
H -1.180 4.066 3.788
H -0.724 2.009 2.600
C 4.432 2.471 2.539
C 3.882 1.947 1.212
O 4.554 2.495 0.089
H 3.868 2.031 3.370
H 4.340 3.546 2.559
H 5.461 2.195 2.791
H 2.804 2.202 1.175
H 3.967 0.848 1.165
H 4.110 2.219 -0.723
C -1.049 2.747 -5.201
C -0.897 1.425 -4.488
O -0.150 0.574 -5.344
H -1.636 3.397 -4.563
H -1.664 2.601 -6.096
H -0.091 3.201 -5.424
H -1.865 0.920 -4.302
H -0.406 1.520 -3.490
H 0.369 0.014 -4.737
C 3.335 -1.268 -4.915
C 2.946 -1.062 -3.481
O 1.567 -0.738 -3.317
H 3.316 -0.323 -5.466
H 2.610 -1.969 -5.411
H 4.353 -1.665 -5.016
H 3.559 -0.238 -3.070
H 3.175 -1.990 -2.930
H 1.299 -0.601 -2.413
C 0.163 -3.774 -2.099
C -0.295 -5.244 -1.990
O -1.424 -5.538 -2.682
O 0.209 -3.658 -3.491
H 1.096 -3.605 -1.544
H -0.589 -3.098 -1.687
H -0.318 -5.627 -0.966
H 0.508 -5.713 -2.555
H -1.422 -4.926 -3.429
H 0.445 -2.717 -3.595
C 4.919 -1.516 -0.418
C 4.885 -2.239 0.978
O 6.228 -2.579 1.457
O 5.488 -2.524 -1.306
H 5.565 -0.640 -0.495
H 3.888 -1.388 -0.789
H 4.307 -3.170 0.958
H 4.501 -1.546 1.729
H 6.797 -2.812 0.719
H 4.802 -3.187 -1.411
C 1.229 0.216 3.598
C 1.705 -1.144 2.989
O 1.571 -1.389 1.597
O -0.158 0.552 3.371
H 1.892 1.060 3.457
H 1.301 -0.013 4.656
H 1.099 -1.875 3.543
H 2.756 -1.305 3.250
H 0.603 -1.518 1.512
H -0.706 -0.052 3.941
C -0.268 0.674 -0.363
C -1.363 -0.350 -0.480
O -1.218 -1.207 0.591
O 0.974 0.095 -0.746
H -0.202 1.060 0.681
H -0.485 1.523 -1.013
H -1.228 -0.940 -1.389
H -2.376 0.091 -0.527
H -1.850 -1.958 0.586
H 1.318 -0.427 -0.006
*
```

Output
**Lowest unoccupied orbital energy**: 0.00463 Eh
**HOMO**: -9.7 eV
**SMILES string**: OCCO.OCCO.OCCO.OCCO.CCO.CCO.CCO.CCO.CCO.CCO.CCO.CCO
**Energy**: -2161.2897 a.u.
**Gap between HOMO and LUMO**: 0.36041 Eh

=====

# 2
ORCA calculation (ωB97M-V/def2-TZVPD) on a single C3H7NOS molecule.

ORCA input file:
```
! wB97M-V def2-TZVPD RIJCOSX def2/J DEFGRID3
* xyz 0 1
O -2.628 -0.594 -0.547
C -1.448 -0.774 -0.587
C -0.334 0.285 -0.253
C 0.952 -0.522 -0.032
S 2.367 0.520 -0.508
N -0.658 1.052 0.918
H -1.086 -1.740 -1.009
H -0.265 0.836 -1.190
H 1.120 -0.828 0.993
H 0.956 -1.363 -0.712
H 3.122 0.348 0.615
H -0.703 2.047 0.801
H -1.393 0.731 1.512
*
```

Output
**Lowest unoccupied orbital energy**: 0.02712 Eh
**HOMO**: -9.0 eV
**SMILES string**: N[C@H](C=O)CS
**Energy**: -646.6566 a.u.
**Gap between HOMO and LUMO**: 0.35782 Eh

=====

# 3
ORCA calculation (ωB97M-V/def2-TZVPD) on a molecular structure, C42H98CrFN7O10Y.

ORCA input file:
```
! wB97M-V def2-TZVPD RIJCOSX def2/J DEFGRID3
* xyz 1 5
Cr -0.517 1.410 2.936
Y -0.303 2.987 -1.056
C -2.177 -0.289 7.060
C -0.659 -0.802 7.015
C -0.917 -2.187 7.769
C 0.179 -3.232 7.627
C 0.726 -3.461 6.207
C 0.898 -2.125 5.372
N -0.244 -1.134 5.588
O -0.140 0.015 4.750
C 1.115 -2.550 3.845
C 2.170 -1.429 5.908
C 0.265 0.152 7.792
H -2.355 -0.204 8.132
H -2.885 -1.009 6.648
H -2.311 0.721 6.674
H -1.824 -2.625 7.352
H -1.084 -2.002 8.830
H -0.152 -4.244 7.858
H 0.992 -3.118 8.344
H -0.013 -4.117 5.748
H 1.612 -4.093 6.138
H 2.030 -3.126 3.701
H 1.214 -1.737 3.126
H 0.301 -3.182 3.491
H 2.963 -2.071 5.525
H 2.302 -1.472 6.989
H 2.291 -0.421 5.512
H -0.336 0.853 8.371
H 0.810 0.769 7.079
H 0.924 -0.329 8.515
C 0.174 -0.239 -4.362
C 1.224 0.776 -4.877
C 1.451 0.341 -6.337
C 2.094 1.443 -7.223
C 1.363 2.751 -7.010
C 1.273 3.288 -5.553
N 0.628 2.203 -4.759
O 0.360 2.671 -3.427
C 0.386 4.552 -5.672
C 2.700 3.718 -5.242
C 2.509 0.598 -4.016
H -0.819 0.000 -4.743
H 0.268 -0.180 -3.278
H 0.395 -1.284 -4.577
H 0.488 0.014 -6.728
H 2.042 -0.573 -6.379
H 2.027 1.292 -8.300
H 3.146 1.457 -6.936
H 0.343 2.444 -7.239
H 1.577 3.417 -7.846
H 0.049 4.898 -4.695
H -0.499 4.467 -6.302
H 0.888 5.501 -5.861
H 2.857 4.054 -4.217
H 3.098 4.387 -6.005
H 3.262 2.784 -5.253
H 2.803 1.400 -3.339
H 3.362 0.511 -4.689
H 2.535 -0.358 -3.494
C 0.324 -1.639 -0.373
C -0.120 -0.302 0.218
O -0.080 0.700 -0.540
O -0.366 -0.200 1.427
H -0.517 -2.330 -0.312
H 1.224 -2.050 0.085
H 0.385 -1.628 -1.461
F -0.482 3.020 1.274
C 1.392 4.436 5.623
C 0.963 3.524 4.432
C 2.079 2.483 4.148
O 1.560 1.678 3.036
C 2.587 0.741 2.657
N -0.388 2.906 4.661
H 2.436 4.729 5.514
H 1.161 4.052 6.617
H 0.846 5.370 5.489
H 0.880 4.114 3.520
H 2.066 1.882 5.058
H 3.021 3.028 4.086
H 2.868 0.126 3.512
H 3.493 1.220 2.287
H 2.307 0.118 1.807
H -0.931 3.634 5.103
H -0.259 2.294 5.454
C -4.708 2.032 -1.544
C -3.355 1.326 -1.223
C -3.348 -0.201 -1.797
O -3.055 -0.187 -3.142
C -3.522 -1.266 -3.888
N -2.352 2.019 -2.003
H -5.310 1.550 -0.774
H -5.300 1.716 -2.403
H -4.701 3.104 -1.347
H -3.053 1.123 -0.196
H -4.376 -0.555 -1.724
H -2.703 -0.921 -1.291
H -3.463 -2.269 -3.465
H -3.024 -1.314 -4.856
H -4.593 -1.104 -4.011
H -2.924 2.755 -2.390
H -2.326 1.637 -2.938
C -0.309 -7.779 -0.714
C 0.693 -7.647 -1.874
C 0.749 -6.220 -2.606
O -0.549 -5.783 -3.165
C -0.459 -4.393 -3.418
N 1.959 -7.974 -1.271
H -0.453 -8.759 -0.258
H -1.274 -7.413 -1.063
H -0.037 -7.094 0.089
H 0.466 -8.346 -2.679
H 1.513 -6.261 -3.382
H 1.173 -5.443 -1.970
H 0.218 -4.075 -4.211
H -0.186 -3.915 -2.477
H -1.431 -4.081 -3.802
H 1.665 -8.767 -0.720
H 2.542 -8.412 -1.970
C -5.485 -6.024 -0.673
C -4.493 -5.150 -1.554
C -3.890 -3.992 -0.705
O -4.869 -3.096 -0.260
C -4.867 -2.650 1.113
N -3.612 -6.113 -2.127
H -6.499 -5.625 -0.653
H -5.091 -5.877 0.333
H -5.551 -7.073 -0.961
H -5.075 -4.743 -2.381
H -3.092 -3.405 -1.159
H -3.403 -4.480 0.139
H -3.854 -2.440 1.456
H -5.293 -3.396 1.784
H -5.399 -1.700 1.158
H -4.057 -6.638 -2.866
H -2.709 -5.805 -2.458
C 2.348 9.011 -0.476
O 1.921 7.706 -0.902
C 2.485 7.072 -2.016
C 2.107 5.535 -2.135
N 1.252 5.011 -1.034
C 2.042 4.891 0.194
C 2.865 3.596 0.250
O 2.147 2.510 -0.317
C 3.101 1.419 -0.632
H 2.316 9.671 -1.342
H 3.346 8.978 -0.041
H 1.830 9.435 0.384
H 3.518 7.418 -2.041
H 1.997 7.557 -2.861
H 2.989 4.904 -2.245
H 1.676 5.278 -3.103
H 0.697 5.853 -0.982
H 1.370 4.941 1.051
H 2.634 5.800 0.302
H 3.280 3.296 1.212
H 3.680 3.699 -0.467
H 3.874 1.745 -1.328
H 2.580 0.613 -1.151
H 3.711 0.997 0.166
*
```

Output
**Lowest unoccupied orbital energy (spin up / spin down)**: -0.11147 / -0.11146 Eh
**HOMO (spin up / spin down)**: -7.8 / -7.9 eV
**Energy**: -3977.0192 a.u.
**Gap between HOMO and LUMO (spin up / spin down)**: 0.17433 / 0.17870 Eh

=====

# 4
ORCA calculation (ωB97M-V/def2-TZVPD) on a single C2H4N2OS molecule.

ORCA input file:
```
! wB97M-V def2-TZVPD RIJCOSX def2/J DEFGRID3
* xyz 0 1
C 0.244 -0.429 -0.096
C -0.773 0.710 -0.048
H 1.411 0.560 1.274
H 2.082 -0.945 0.800
H 0.682 -2.239 -1.054
H -2.348 1.382 -0.592
N 1.279 -0.326 0.816
N -0.090 -1.421 -0.928
O -1.794 0.520 -0.897
S -0.693 2.188 0.727
*
```

Output
**Lowest unoccupied orbital energy**: -0.02290 Eh
**HOMO**: -9.4 eV
**SMILES string**: [H]/N=C(\N)C(O)=S
**Energy**: -661.5134 a.u.
**Gap between HOMO and LUMO**: 0.32386 Eh